Entry 1:
Computed, not measured: a cluster of 4 separate species, C28H57ClFN4O15P3 in total in a non-equilibrium geometry, with ωB97M-V/def2-TZVPD.

Its SMILES is NC1=C(F)C(=O)C(CC(N)(N)N)=C(CC(=O)Cl)C1=O.CCOP(=O)(OCC)OCC.CCOP(=O)(OCC)OCC.CCOP(=O)(OCC)OCC. As for the frontier orbital gap: 8.435 eV.

Last columns: bonded neighbours and bond lengths (Å).
CARTESIAN COORDINATES (ANGSTROEM)
1 N -3.96827 -4.72051 -3.95168  C2 1.399, H20 1.014, H21 1.013
2 C -4.40077 -4.07615 -5.11630  N1 1.399, C3 1.333, C18 1.501
3 C -5.52017 -4.41219 -5.75823  C2 1.333, F4 1.341, C5 1.480
4 F -6.32898 -5.41095 -5.37440  C3 1.341
5 C -5.90974 -3.65694 -6.96992  C3 1.480, O6 1.208, C7 1.503
6 O -6.50896 -4.15387 -7.89313  C5 1.208
7 C -5.52262 -2.20468 -6.96821  C5 1.503, C8 1.496, C13 1.340
8 C -6.44306 -1.28062 -7.70014  C7 1.496, C9 1.594, H22 1.091, H23 1.086
9 C -7.77146 -1.02805 -6.85612  C8 1.594, N10 1.456, N11 1.463, N12 1.458
10 N -8.12803 0.38388 -6.87483  C9 1.456, H24 1.013, H25 1.015
11 N -8.84770 -1.87676 -7.36664  C9 1.463, H26 1.014, H27 1.012
12 N -7.54984 -1.47192 -5.48549  C9 1.458, H28 1.009, H29 1.010
13 C -4.38350 -1.85882 -6.35410  C7 1.340, C14 1.508, C18 1.495
14 C -3.78203 -0.47853 -6.27045  C13 1.508, C15 1.500, H30 1.093, H31 1.088
15 C -4.68449 0.57707 -5.70405  C14 1.500, O16 1.172, Cl17 1.789
16 O -5.18309 1.43035 -6.33318  C15 1.172
17 Cl -4.97725 0.55991 -3.93961  C15 1.789
18 C -3.59792 -2.96248 -5.72276  C2 1.501, C13 1.495, O19 1.206
19 O -2.39183 -2.99074 -5.71942  C18 1.206
20 H -4.00076 -4.09475 -3.15413  N1 1.014
21 H -4.59241 -5.48477 -3.72345  N1 1.013
22 H -6.76530 -1.82207 -8.59048  C8 1.091
23 H -5.96025 -0.36197 -8.01858  C8 1.086
24 H -8.58709 0.58729 -5.99460  N10 1.013
25 H -8.84620 0.53062 -7.57709  N10 1.015
26 H -8.55994 -2.84878 -7.35921  N11 1.014
27 H -9.08132 -1.62641 -8.31884  N11 1.012
28 H -8.33344 -2.01384 -5.15201  N12 1.009
29 H -7.32290 -0.71423 -4.85769  N12 1.010
30 H -2.93000 -0.55761 -5.59076  C14 1.093
31 H -3.37539 -0.13197 -7.21825  C14 1.088
32 C -5.69552 -1.46917 3.19593  C33 1.518, H43 1.092, H44 1.091, H45 1.090
33 C -5.98913 -0.49998 2.06474  C32 1.518, O34 1.429, H46 1.094, H47 1.089
34 O -5.11252 0.62832 2.08918  C33 1.429, P35 1.623
35 P -3.60024 0.47780 1.52002  O34 1.623, O36 1.484, O37 1.646, O40 1.615
36 O -3.75565 0.33663 0.05055  P35 1.484
37 O -3.15044 2.06026 1.57435  P35 1.646, C38 1.430
38 C -2.49334 2.68575 0.46838  O37 1.430, C39 1.513, H48 1.089, H49 1.093
39 C -3.45777 3.57661 -0.28384  C38 1.513, H50 1.090, H51 1.091, H52 1.091
40 O -2.93611 0.23227 2.97117  P35 1.615, C41 1.450
41 C -1.51576 0.46570 3.14717  O40 1.450, C42 1.510, H53 1.092, H54 1.090
42 C -1.31946 1.66217 4.04710  C41 1.510, H55 1.088, H56 1.090, H57 1.091
43 H -4.72146 -1.94469 3.06239  C32 1.092
44 H -6.45522 -2.25082 3.23819  C32 1.091
45 H -5.67312 -0.94561 4.15113  C32 1.090
46 H -5.92479 -1.00253 1.09484  C33 1.094
47 H -7.00001 -0.10702 2.16728  C33 1.089
48 H -2.04480 1.94586 -0.19356  C38 1.089
49 H -1.67827 3.28553 0.88218  C38 1.093
50 H -4.32664 3.01170 -0.62140  C39 1.090
51 H -2.97343 4.02974 -1.15010  C39 1.091
52 H -3.82481 4.37098 0.36779  C39 1.091
53 H -1.01599 0.60555 2.18674  C41 1.092
54 H -1.09632 -0.42630 3.61264  C41 1.090
55 H -1.65774 2.57555 3.56234  C42 1.088
56 H -0.26606 1.77453 4.30526  C42 1.090
57 H -1.90085 1.54817 4.96263  C42 1.091
58 C 0.30061 -2.22118 -1.94512  C59 1.518, H69 1.091, H70 1.091, H71 1.090
59 C 0.23926 -1.02795 -1.00940  C58 1.518, O60 1.432, H72 1.094, H73 1.090
60 O 1.48615 -0.81275 -0.33964  C59 1.432, P61 1.614
61 P 2.69337 -0.08504 -1.12497  O60 1.614, O62 1.477, O63 1.635, O66 1.608
62 O 2.27527 1.30605 -1.39048  P61 1.477
63 O 3.75878 0.10173 0.10157  P61 1.635, C64 1.431
64 C 4.43760 1.34300 0.31447  O63 1.431, C65 1.512, H74 1.090, H75 1.094
65 C 3.83536 2.08231 1.48795  C64 1.512, H76 1.091, H77 1.091, H78 1.091
66 O 3.40746 -1.43529 -1.62858  P61 1.608, C67 1.447
67 C 4.79690 -1.38948 -2.02849  O66 1.447, C68 1.510, H79 1.092, H80 1.090
68 C 5.62461 -2.16435 -1.03064  C67 1.510, H81 1.089, H82 1.091, H83 1.090
69 H 0.96932 -2.02628 -2.78548  C58 1.091
70 H -0.68965 -2.44881 -2.34144  C58 1.091
71 H 0.68314 -3.09743 -1.42218  C58 1.090
72 H -0.05908 -0.12456 -1.54864  C59 1.094
73 H -0.50232 -1.20917 -0.23109  C59 1.090
74 H 4.42577 1.95682 -0.58594  C64 1.090
75 H 5.48232 1.09999 0.52769  C64 1.094
76 H 2.76812 2.25075 1.33921  C65 1.091
77 H 4.32676 3.04530 1.63383  C65 1.091
78 H 3.94343 1.49478 2.40053  C65 1.091
79 H 5.14768 -0.35984 -2.11959  C67 1.092
80 H 4.86581 -1.85219 -3.01319  C67 1.090
81 H 5.63315 -1.66850 -0.06160  C68 1.089
82 H 6.65271 -2.26091 -1.38129  C68 1.091
83 H 5.20451 -3.15924 -0.88080  C68 1.090
84 C 6.30207 4.97119 6.88723  C85 1.518, H95 1.092, H96 1.091, H97 1.090
85 C 6.68299 4.50440 5.49422  C84 1.518, O86 1.432, H98 1.094, H99 1.089
86 O 7.48356 3.31761 5.52936  C85 1.432, P87 1.613
87 P 6.77431 1.88987 5.77548  O86 1.613, O88 1.476, O89 1.639, O92 1.607
88 O 5.92228 1.60360 4.60451  P87 1.476
89 O 8.06786 0.92189 5.50102  P87 1.639, C90 1.429
90 C 7.95807 -0.23762 4.67281  O89 1.429, C91 1.513, H100 1.090, H101 1.094
91 C 8.58016 0.02046 3.31777  C90 1.513, H102 1.090, H103 1.091, H104 1.091
92 O 6.98852 1.85434 7.36739  P87 1.607, C93 1.447
93 C 6.93565 0.58384 8.05815  O92 1.447, C94 1.510, H105 1.092, H106 1.090
94 C 8.31267 0.24656 8.57841  C93 1.510, H107 1.088, H108 1.090, H109 1.090
95 H 5.62334 4.26291 7.36651  C84 1.092
96 H 5.80838 5.94262 6.84368  C84 1.091
97 H 7.18660 5.05175 7.51844  C84 1.090
98 H 5.79214 4.33564 4.88259  C85 1.094
99 H 7.28426 5.26623 5.00002  C85 1.089
100 H 6.92011 -0.55400 4.57331  C90 1.090
101 H 8.49550 -1.04276 5.18149  C90 1.094
102 H 8.11888 0.88345 2.83742  C91 1.090
103 H 8.46829 -0.84813 2.66663  C91 1.091
104 H 9.64264 0.24284 3.42584  C91 1.091
105 H 6.55366 -0.20416 7.40630  C93 1.092
106 H 6.23787 0.69530 8.88823  C93 1.090
107 H 9.00257 0.05060 7.75980  C94 1.088
108 H 8.27291 -0.63528 9.21856  C94 1.090
109 H 8.71787 1.08259 9.14880  C94 1.090


Entry 2:
Computed, not measured: a cluster of 8 separate species, C28H57F8NO19S6 in total in a non-equilibrium geometry, with ωB97M-V/def2-TZVPD.

Its SMILES is FC(F)C(F)(F)COC(F)(F)C(F)F.CCOS(C)(=O)=O.CCOS(C)(=O)=O.CCOS(C)(=O)=O.CCOS(C)(=O)=O.CCOS(C)(=O)=O.CCOS(C)(=O)=O.c1ccncc1. As for the frontier orbital gap: 9.840 eV.

Last columns: bonded neighbours and bond lengths (Å).
CARTESIAN COORDINATES (ANGSTROEM)
1 F 1.87507 0.49195 -0.12667  C2 1.347
2 C 0.58447 0.16759 -0.33806  F1 1.347, F3 1.346, C4 1.551, H15 1.093
3 F 0.44092 -0.07855 -1.65404  C2 1.346
4 C 0.24974 -1.12160 0.45598  C2 1.551, F5 1.352, F6 1.355, C7 1.532
5 F 0.63884 -2.16110 -0.31645  C4 1.352
6 F -1.06276 -1.32909 0.72152  C4 1.355
7 C 1.03116 -1.14775 1.77342  C4 1.532, O8 1.415, H16 1.089, H17 1.090
8 O 0.96529 0.05426 2.51665  C7 1.415, C9 1.360
9 C -0.15829 0.27128 3.25192  O8 1.360, F10 1.359, F11 1.352, C12 1.528
10 F -1.16945 0.65860 2.43099  C9 1.359
11 F -0.52895 -0.84052 3.92512  C9 1.352
12 C 0.08219 1.39858 4.25523  C9 1.528, F13 1.356, F14 1.347, H18 1.093
13 F -1.05811 1.61324 4.95621  C12 1.356
14 F 1.10084 1.11374 5.08908  C12 1.347
15 H -0.10386 0.92726 0.04116  C2 1.093
16 H 2.06171 -1.33581 1.47610  C7 1.089
17 H 0.73142 -2.01591 2.35959  C7 1.090
18 H 0.30456 2.33097 3.73070  C12 1.093
19 C -1.13492 -3.96984 -6.96088  C20 1.526, H26 1.087, H27 1.091, H28 1.088
20 C -1.86088 -3.61782 -5.66533  C19 1.526, O21 1.440, H29 1.091, H30 1.089
21 O -1.06338 -3.96003 -4.51575  C20 1.440, S22 1.600
22 S -0.31921 -2.76562 -3.75529  O21 1.600, C23 1.782, O24 1.417, O25 1.427
23 C -1.66446 -2.28135 -2.69164  S22 1.782, H31 1.082, H32 1.086, H33 1.087
24 O 0.69852 -3.39136 -2.99339  S22 1.417
25 O -0.05940 -1.73254 -4.70478  S22 1.427
26 H -0.21881 -3.39072 -7.04197  C19 1.087
27 H -1.81512 -3.68053 -7.76355  C19 1.091
28 H -0.94170 -5.04047 -6.96468  C19 1.088
29 H -2.06124 -2.54610 -5.70017  C20 1.091
30 H -2.80712 -4.15257 -5.60316  C20 1.089
31 H -1.32362 -1.86386 -1.75289  C23 1.082
32 H -2.23163 -3.17722 -2.45459  C23 1.086
33 H -2.24234 -1.57836 -3.28687  C23 1.087
34 C -3.35201 -2.44197 2.83536  C35 1.514, H41 1.092, H42 1.090, H43 1.089
35 C -4.85758 -2.43285 2.99320  C34 1.514, O36 1.444, H44 1.086, H45 1.092
36 O -5.21643 -2.47818 4.39073  C35 1.444, S37 1.596
37 S -6.72731 -2.90510 4.67838  O36 1.596, C38 1.761, O39 1.426, O40 1.428
38 C -6.59377 -3.03124 6.42975  S37 1.761, H46 1.085, H47 1.087, H48 1.088
39 O -7.54942 -1.79425 4.32609  S37 1.426
40 O -6.94997 -4.19448 4.10622  S37 1.428
41 H -2.95484 -1.57943 3.37539  C34 1.092
42 H -3.06576 -2.32039 1.79096  C34 1.090
43 H -2.87442 -3.35456 3.18757  C34 1.089
44 H -5.28774 -1.52927 2.57044  C35 1.086
45 H -5.19739 -3.36822 2.54364  C35 1.092
46 H -5.75497 -3.67490 6.67157  C38 1.085
47 H -7.55973 -3.37503 6.78983  C38 1.087
48 H -6.42361 -2.03718 6.83759  C38 1.088
49 C 7.50896 -0.06784 0.57827  C50 1.508, H56 1.098, H57 1.095, H58 1.085
50 C 7.18971 -0.16090 2.04941  C49 1.508, O51 1.441, H59 1.089, H60 1.088
51 O 6.40436 1.00313 2.37377  C50 1.441, S52 1.612
52 S 5.41638 0.90584 3.64433  O51 1.612, C53 1.778, O54 1.428, O55 1.424
53 C 4.02697 1.75008 2.92537  S52 1.778, H61 1.088, H62 1.082, H63 1.089
54 O 5.03298 -0.46364 3.77089  S52 1.428
55 O 5.97168 1.68430 4.69915  S52 1.424
56 H 8.03572 0.88111 0.41270  C49 1.098
57 H 6.61674 0.14527 -0.01942  C49 1.095
58 H 8.07173 -0.87284 0.11708  C49 1.085
59 H 6.62515 -1.08177 2.19116  C50 1.089
60 H 8.07178 -0.13845 2.68641  C50 1.088
61 H 3.80052 1.06615 2.11074  C53 1.088
62 H 4.25633 2.78865 2.72528  C53 1.082
63 H 3.21785 1.67295 3.64986  C53 1.089
64 C -0.98248 6.55213 0.48494  C65 1.519, H71 1.088, H72 1.088, H73 1.093
65 C 0.38360 6.19857 -0.07761  C64 1.519, O66 1.454, H74 1.090, H75 1.088
66 O 1.17165 5.57188 0.97139  C65 1.454, S67 1.577
67 S 1.19248 3.99654 1.03646  O66 1.577, C68 1.764, O69 1.424, O70 1.432
68 C 2.55114 3.67475 -0.04182  S67 1.764, H76 1.099, H77 1.084, H78 1.084
69 O 1.58929 3.63870 2.35666  S67 1.424
70 O -0.02914 3.47802 0.49937  S67 1.432
71 H -0.87529 6.87264 1.51884  C64 1.088
72 H -1.69144 5.73965 0.34273  C64 1.088
73 H -1.42284 7.40385 -0.04043  C64 1.093
74 H 0.31429 5.54420 -0.94597  C65 1.090
75 H 0.90194 7.10024 -0.39666  C65 1.088
76 H 2.10732 3.87630 -1.02708  C68 1.099
77 H 2.84098 2.63096 -0.08042  C68 1.084
78 H 3.34567 4.40947 0.02884  C68 1.084
79 C 1.57360 -1.07984 -8.00165  C80 1.546, H86 1.091, H87 1.088, H88 1.086
80 C 2.33682 0.06400 -7.29615  C79 1.546, O81 1.437, H89 1.087, H90 1.088
81 O 1.37833 0.98580 -6.75261  C80 1.437, S82 1.600
82 S 1.93108 2.02743 -5.67101  O81 1.600, C83 1.783, O84 1.429, O85 1.419
83 C 1.83931 1.00916 -4.21021  S82 1.783, H91 1.089, H92 1.081, H93 1.087
84 O 3.31064 2.28849 -5.93470  S82 1.429
85 O 0.94111 3.04279 -5.61685  S82 1.419
86 H 0.50189 -0.93745 -7.85376  C79 1.091
87 H 1.82172 -2.03219 -7.53850  C79 1.088
88 H 1.76387 -1.04763 -9.06986  C79 1.086
89 H 3.00740 -0.34504 -6.54481  C80 1.087
90 H 2.87802 0.55764 -8.10119  C80 1.088
91 H 2.52988 0.20125 -4.44907  C83 1.089
92 H 0.84322 0.61744 -4.05683  C83 1.081
93 H 2.26528 1.61783 -3.41713  C83 1.087
94 C -4.34928 1.20013 2.40095  C95 1.517, H101 1.086, H102 1.097, H103 1.087
95 C -4.92232 2.59230 2.21425  C94 1.517, O96 1.448, H104 1.090, H105 1.086
96 O -5.83799 2.80157 3.31679  C95 1.448, S97 1.581
97 S -6.83633 4.02698 3.27198  O96 1.581, C98 1.782, O99 1.417, O100 1.431
98 C -8.02682 3.46488 2.07061  S97 1.782, H106 1.090, H107 1.085, H108 1.084
99 O -7.41404 4.12496 4.56203  S97 1.417
100 O -6.14768 5.14457 2.70190  S97 1.431
101 H -3.38891 1.00505 1.93266  C94 1.086
102 H -5.01068 0.51634 1.85433  C94 1.097
103 H -4.34853 0.87846 3.43960  C94 1.087
104 H -4.12680 3.31340 2.40245  C95 1.090
105 H -5.42647 2.70979 1.25902  C95 1.086
106 H -8.85379 4.16631 2.18573  C98 1.090
107 H -8.35153 2.46529 2.33969  C98 1.085
108 H -7.59957 3.59999 1.08324  C98 1.084
109 C 5.78936 -3.58567 -0.39009  C110 1.396, C114 1.381, H115 1.085
110 C 4.60006 -2.93364 -0.72030  C109 1.396, C111 1.379, H116 1.083
111 C 3.49058 -3.70419 -0.99758  C110 1.379, N112 1.342, H117 1.081
112 N 3.56388 -5.04429 -0.99877  C111 1.342, C113 1.315
113 C 4.71927 -5.62484 -0.76071  N112 1.315, C114 1.396, H118 1.088
114 C 5.88416 -4.96371 -0.36729  C109 1.381, C113 1.396, H119 1.080
115 H 6.63298 -2.94099 -0.16680  C109 1.085
116 H 4.73252 -1.85960 -0.76800  C110 1.083
117 H 2.50069 -3.34824 -1.24800  C111 1.081
118 H 4.75625 -6.71183 -0.79179  C113 1.088
119 H 6.83030 -5.39438 -0.07605  C114 1.080